# C34H56CaN2OP3

A molecular structure, C34H56CaN2OP3 at a distorted geometry (wB97M-V/def2-TZVPD, OMol25).

## Properties
HOMO ... -8.27 eV
LUMO ... -0.101 hartree
Net charge ... +1
Total energy ... -87495.091 eV

Structure (XYZ):
```
97
C34H56CaN2OP3 | OMol25 | wB97M-V/def2-TZVPD
C -2.0335 -1.5306 -0.8069
C 0.2122 -1.4253 -1.5598
C -2.3641 -2.5250 -1.7333
C -0.1195 -2.3680 -2.5699
C -1.3877 -2.9110 -2.6614
H -3.3959 -2.9384 -1.7201
H 0.6485 -2.5665 -3.3181
H -1.5790 -3.7428 -3.3366
N -0.7692 -1.0833 -0.6144
P -2.8604 0.7537 0.6571
P 2.5622 -0.6381 -0.0969
C -3.1585 -0.9445 0.0524
H -4.1200 -0.9376 -0.5046
H -3.3485 -1.6033 0.9194
C 0.2492 2.3966 3.1025
O 0.6847 3.3944 3.4881
C 1.5944 -0.9951 -1.5129
H 2.0375 -0.8231 -2.5119
C 3.9646 0.6678 -0.4640
C 3.2338 -2.4360 -0.0933
C -3.5891 1.7930 -0.7868
C -3.9167 0.8230 2.2521
C 3.5757 2.0270 0.1529
H 3.4084 1.9488 1.2382
H 4.4110 2.7332 0.0082
H 2.6838 2.4782 -0.2871
C 5.2937 0.2585 0.2118
H 5.1647 0.1607 1.3061
H 5.6992 -0.6711 -0.2178
H 6.0187 1.0728 0.0203
C 4.1559 0.7936 -1.9732
H 4.9802 1.5050 -2.1628
H 4.4778 -0.1659 -2.3953
H 3.2405 1.1228 -2.4870
C 4.0003 -2.6148 1.2161
H 3.4335 -2.2560 2.0796
H 4.2092 -3.6729 1.3946
H 4.9598 -2.0981 1.2313
C 2.0460 -3.4168 -0.0978
H 1.2811 -3.1613 0.6489
H 1.5542 -3.4881 -1.0757
H 2.4142 -4.4235 0.1465
C 4.1155 -2.7074 -1.3392
H 3.6999 -2.2866 -2.2783
H 5.1557 -2.3429 -1.1980
H 4.1524 -3.8119 -1.4804
C -3.8603 2.2781 2.7626
H -4.3142 2.3480 3.7574
H -2.8547 2.7060 2.8486
H -4.4403 2.9496 2.1197
C -3.2615 -0.1251 3.2764
H -3.2296 -1.1601 2.9034
H -2.2275 0.1743 3.5450
H -3.8639 -0.1305 4.2018
C -5.3776 0.4497 1.9890
H -5.8347 0.2444 2.9672
H -5.9119 1.2894 1.5219
H -5.4732 -0.4517 1.3720
C -2.8074 1.4064 -2.0595
H -3.0193 2.1791 -2.8260
H -1.7218 1.4130 -1.8480
H -3.1277 0.4222 -2.4476
C -3.2468 3.2556 -0.4535
H -2.1606 3.3864 -0.3336
H -3.5693 3.8879 -1.2907
H -3.7360 3.6403 0.4518
C -5.1095 1.6228 -0.9669
H -5.4303 0.5682 -0.9736
H -5.7006 2.1815 -0.2155
H -5.3628 2.0414 -1.9559
Ca 0.0015 0.2665 1.2424
N 0.4111 1.6955 -0.6140
C 0.7176 1.7537 -1.7565
C 0.8794 1.8783 -3.1797
C 0.7536 3.2383 -3.4566
C 1.0306 0.9091 -4.2234
C 0.8450 3.6889 -4.7524
H 0.6657 3.8812 -2.5803
C 1.1543 1.3806 -5.5376
H 1.0680 -0.1611 -3.9970
C 1.0610 2.7672 -5.7801
H 0.7475 4.7608 -4.9433
H 1.3370 0.6547 -6.3495
H 1.1295 3.1231 -6.8170
C -0.8733 -1.5638 5.0416
P 0.2046 -1.3477 3.5550
C 1.7487 -0.7305 4.3720
C 0.7341 -3.1015 3.2821
H -1.1000 -0.5795 5.4777
H -0.3771 -2.1856 5.8021
H -1.8303 -2.0335 4.7661
H 1.9977 -1.4123 5.2075
H 2.5824 -0.7156 3.6422
H 1.5814 0.2932 4.7526
H 0.8271 -3.6272 4.2474
H -0.0276 -3.6022 2.6628
H 1.6958 -3.1510 2.7472
```



# C9H12AsCuN3O3S6

A molecular structure, C9H12AsCuN3O3S6 at a distorted geometry (wB97M-V/def2-TZVPD, OMol25).

## Properties
Multiplicity ... 2
HOMO (spin up / spin down) ... -2.70 / -1.31 eV
LUMO (spin up / spin down) ... 0.144 / 0.086 hartree
Net charge ... -2
Total energy ... -190634.354 eV
Expectation value of S² ... 0.762

Structure (XYZ):
```
35
C9H12AsCuN3O3S6 | OMol25 | wB97M-V/def2-TZVPD
Cu 7.5137 0.1002 15.0948
S 5.8232 4.5429 15.4453
As 5.6022 2.4322 14.8285
S 7.3673 1.7790 13.6443
S 5.8433 0.9897 16.4668
S 3.7551 2.5536 13.8765
S 9.8800 0.2214 16.2029
C 9.9079 1.8895 16.1858
N 8.9090 2.6927 16.5695
C 9.2344 4.0778 16.3690
C 10.7386 4.0761 15.9752
N 10.9361 2.6680 15.7773
H 7.9161 2.3347 16.6341
H 9.0853 4.6998 17.2544
H 8.6367 4.5642 15.5838
H 11.3945 4.4666 16.7993
H 10.9465 4.7373 15.0865
H 11.6712 2.2712 15.2329
N 7.1866 -1.8607 15.2561
C 6.3425 -2.6565 14.4073
C 5.2623 -2.0238 13.7638
C 4.3934 -2.7604 12.9659
C 4.6974 -4.1301 12.7418
C 5.7865 -4.7898 13.2566
C 6.6364 -4.0229 14.1109
S 3.7062 -5.0389 11.5374
O 3.9789 -6.4649 11.5746
O 2.3704 -4.5350 12.0332
O 4.1172 -4.3724 10.3027
H 8.1218 -2.2351 15.2341
H 6.8686 -2.0112 16.2178
H 5.1465 -0.9162 13.8735
H 3.4269 -2.3731 12.6116
H 5.8657 -5.8377 13.0371
H 7.5287 -4.4971 14.5775
```



# C5H5NO

2 unconnected molecules or ions with the total composition C5H5NO at a distorted geometry (wB97M-V/def2-TZVPD, OMol25).

## Properties
ΔE to the lowest compared entry with this formula, charge and spin ... 86.5 kcal per mole
Structure (SMILES) ... C#C[C@H](C#N)C=O.[H][H]
HOMO ... -10.63 eV
LUMO ... 0.015 hartree
Total energy ... -8799.667 eV

Structure (XYZ):
```
12
C5H5NO | OMol25 | wB97M-V/def2-TZVPD
C -1.4619 -1.8394 -0.3525
C -0.7225 -1.0591 0.1901
C 0.1421 -0.0988 0.8764
C -0.5571 1.1566 1.1856
N -1.0811 2.1587 1.4251
C 1.4713 0.1943 0.1466
O 1.9966 -0.5946 -0.5859
H -2.1109 -2.5280 -0.8475
H 0.4678 -0.5271 1.8374
H 1.9167 1.1772 0.3996
H 0.2032 0.7133 -2.2494
H -0.2641 1.2471 -2.0254
```



# C7H5EuNO4

A molecular structure, C7H5EuNO4 at a distorted geometry (wB97M-V/def2-TZVPD, OMol25).

## Properties
ΔE to the lowest compared entry with this formula, charge and spin ... 0.0 kcal per mole
Multiplicity ... 7
HOMO (spin up / spin down) ... -22.44 / -22.44 eV
LUMO (spin up / spin down) ... -0.586 / -0.533 hartree
Net charge ... +3
Total energy ... -36313.963 eV
Expectation value of S² ... 12.012

Structure (XYZ):
```
18
C7H5EuNO4 | OMol25 | wB97M-V/def2-TZVPD
Eu 0.0101 0.5867 -2.1146
O 0.0301 3.7248 -4.0499
C 0.0187 2.7155 -3.5007
C 1.7432 -0.9178 -1.6264
O 2.7121 -1.4151 -1.3009
C -1.7653 -0.8859 -1.6513
O -2.7445 -1.3657 -1.3213
C -0.0005 -0.9607 -3.8171
O -0.0008 -1.5142 -4.8189
C 0.5296 0.3475 3.4660
C -0.5542 -0.3649 2.6289
C -0.2656 -0.1840 1.2598
N -0.0076 0.0401 0.1430
H 1.5133 -0.0773 3.2436
H 0.3137 0.2062 4.5310
H 0.5301 1.4193 3.2438
H -0.5468 -1.4144 2.8420
H -1.5158 0.0599 2.8428
```



# C25H30N4O6

A molecular structure, C25H30N4O6 at a distorted geometry (wB97M-V/def2-TZVPD, OMol25).

## Properties
ΔE to the lowest compared entry with this formula, charge and spin ... 279.8 kcal per mole
HOMO ... -8.62 eV
LUMO ... -0.011 hartree
Total energy ... -44646.601 eV

Structure (XYZ):
```
65
C25H30N4O6 | OMol25 | wB97M-V/def2-TZVPD
N -0.3536 0.2199 -6.1012
C -0.9027 1.0373 -5.1966
C -0.9632 0.6356 -3.8903
C -0.6173 -0.6638 -3.5745
C -0.0382 -1.5705 -4.5295
C 0.1628 -1.0159 -5.8420
H -1.1284 2.0533 -5.4850
H -1.3649 1.2827 -3.1245
H -0.9351 -0.8711 -2.5634
H 0.1851 -2.5811 -4.2209
H 0.6591 -1.4724 -6.6857
N -0.0322 3.6951 -2.5845
C 0.1234 3.4070 -1.2541
C -0.9669 3.2366 -0.4297
C -2.2502 3.3802 -1.0043
C -2.4207 3.6606 -2.3348
C -1.2652 3.8632 -3.0997
H 1.1304 3.3809 -0.8648
H -0.8675 2.9591 0.6093
H -3.1175 3.0604 -0.4459
H -3.4651 3.7700 -2.5871
H -1.3135 3.9889 -4.1713
N 1.9268 1.8958 0.0183
C 2.9405 1.6528 -0.8435
C 4.1439 2.3145 -0.8110
C 4.2827 3.3489 0.1762
C 3.2305 3.6383 1.0655
C 2.1064 2.8159 0.9535
H 2.8209 0.8903 -1.5990
H 4.7761 2.1913 -1.6780
H 4.9958 4.1568 0.1037
H 3.2340 4.5160 1.6948
H 1.2053 3.1243 1.4627
C -1.5579 -3.3188 1.8506
C -2.6902 -2.5367 1.2619
O -3.1673 -1.8266 2.4778
C -2.4521 -2.2569 3.5365
O -2.5786 -1.9059 4.7137
O -1.8062 -3.3703 3.1785
H -0.6379 -2.7632 1.6688
H -1.4424 -4.3200 1.4355
H -3.4476 -3.2062 0.8540
H -2.3774 -1.7862 0.5360
C 0.7249 -2.8933 4.2889
C -0.3908 -3.3627 5.1109
O -0.4110 -4.7763 5.1044
C 0.5432 -5.2146 4.3918
O 0.8606 -6.3920 4.2380
O 1.3012 -4.1781 3.8839
H 1.5625 -2.3949 4.7769
H 0.4262 -2.2925 3.4299
H -1.2931 -3.0041 4.6155
H -0.3564 -2.8817 6.0884
C -0.6270 0.9424 -0.3445
C 0.3292 -0.1960 -0.7061
C 1.2567 -0.7280 0.4369
C 0.5637 -1.1421 1.7335
N 0.0247 -1.4633 2.6971
H -1.3074 0.5170 0.3931
H -1.2250 1.2946 -1.1850
H -0.0726 1.8089 0.0162
H 0.8792 0.1635 -1.5758
H -0.3069 -1.0177 -1.0351
H 1.8865 0.1014 0.7588
H 1.8676 -1.6008 0.2064
```



# C4H12N3

2 unconnected molecules or ions with the total composition C4H12N3 at a distorted geometry (wB97M-V/def2-TZVPD, OMol25).

## Properties
ΔE to the lowest compared entry with this formula, charge and spin ... 150.5 kcal per mole
HOMO ... -13.85 eV
LUMO ... -0.302 hartree
Net charge ... +1
Total energy ... -8801.206 eV

Structure (XYZ):
```
19
C4H12N3 | OMol25 | wB97M-V/def2-TZVPD
C -1.2580 0.9553 -0.5034
C -1.5244 -0.2482 0.5205
C -1.4251 0.3370 1.9508
N 3.2955 -0.9079 0.0696
C 2.2408 -0.9468 -0.8164
N 1.4325 0.0128 -0.9360
N -0.8292 0.5698 -1.8033
H -2.2893 1.2876 -0.6693
H -0.6255 1.7225 -0.0797
H -2.5218 -0.6460 0.3626
H -0.6861 -0.9003 0.2745
H -1.7628 1.3742 1.9254
H -1.9907 -0.2494 2.6629
H 3.3385 -0.0128 0.5584
H 4.2195 -1.0472 -0.3436
H 2.1027 -1.9341 -1.2671
H -0.3623 0.3706 2.1678
H 0.1562 0.2209 -1.7348
H -1.5104 0.0421 -2.3390
```